Entry 1:
DFT (the ωB97M-V functional and the def2-TZVPD basis) results for a 2-piece molecular cluster, C12H17NS overall.

Last column: Mulliken charge in e.
Cartesian coordinates (Å):
C (3.76213, 1.64508, 0.69112)  -1.405
C (1.50266, -0.93545, -0.51172)  0.297
C (2.60183, -0.09612, -0.80837)  0.700
C (2.77698, 0.61069, 0.40696)  0.556
C (1.94622, 0.10098, 1.44947)  -1.105
C (0.74609, -1.68133, -1.43298)  -1.057
C (1.14226, -1.49576, -2.71238)  -0.500
C (2.20717, -0.55685, -3.15296)  -0.425
C (2.90340, 0.13063, -2.16688)  -0.586
N (1.33065, -0.96531, 0.78471)  -0.021
H (0.00774, -2.34862, -1.06232)  0.435
H (0.44000, -1.91615, -3.41324)  0.260
H (0.86846, -1.68204, 1.33295)  0.204
H (2.26604, -0.42584, -4.27612)  0.295
H (1.56102, 0.57614, 2.35018)  0.393
H (3.73006, 0.80370, -2.49901)  0.227
H (3.96290, 2.43554, -0.01884)  0.308
H (4.90538, 1.32286, 0.66615)  0.227
H (3.79624, 2.06597, 1.66748)  0.352
C (-4.36186, 0.05136, 0.27142)  -0.377
C (-4.10452, 1.25957, -0.51404)  -1.082
C (-2.67456, 1.26774, 2.67895)  -1.206
S (-3.21858, -0.29442, 1.74848)  0.002
H (-5.43828, 0.02136, 0.49542)  0.327
H (-4.22274, -0.86640, -0.46435)  0.215
H (-5.02406, 1.75851, -0.97454)  0.325
H (-3.48348, 0.98634, -1.42324)  0.252
H (-2.86011, 1.15942, 3.76228)  0.367
H (-1.66811, 1.43696, 2.34633)  0.296
H (-3.38720, 2.15413, 2.79946)  0.393
H (-3.95785, 2.18282, 0.05132)  0.334

Summary:
E_tot   -920.2324 hartree
Charge   -1
E_LUMO (spin up / spin down)   2.8874 / 2.7340 eV
Max |F|   4.46 eV/Å
Multiplicity   2

=====

Entry 2:
DFT (the ωB97M-V functional and the def2-TZVPD basis) results for C12H18As4F24O9Pt as an isolated structure.

Last column: Mulliken charge in e.
Cartesian coordinates (Å):
Pt (-1.60606, 21.15693, 29.01652)  1.007
As (0.09132, 22.19496, 34.98509)  1.991
F (-0.70263, 23.82255, 35.06595)  -0.498
F (1.63858, 23.05541, 34.97913)  -0.479
F (0.89758, 20.63830, 35.08470)  -0.470
F (-1.51651, 21.32484, 34.85694)  -0.520
F (0.16200, 22.13500, 33.17936)  -0.528
F (-0.04925, 22.18096, 36.77080)  -0.501
As (-0.26848, 26.12983, 24.52508)  1.977
F (-0.67435, 24.81473, 23.32930)  -0.423
F (-0.47924, 24.99460, 25.89984)  -0.481
F (0.19605, 27.40639, 25.79431)  -0.512
F (-0.24365, 27.13991, 23.02709)  -0.465
F (-1.89483, 26.63606, 24.85958)  -0.438
F (1.45918, 25.80099, 24.19999)  -0.466
As (-4.49685, 18.86253, 23.44177)  2.002
F (-3.24340, 19.46719, 22.18780)  -0.530
F (-5.40358, 20.43371, 23.25050)  -0.503
F (-5.68291, 18.21613, 24.68306)  -0.524
F (-3.45150, 17.39877, 23.61884)  -0.498
F (-3.61543, 19.62617, 24.75425)  -0.478
F (-5.43803, 17.99004, 22.22735)  -0.471
As (3.63009, 18.84979, 24.80886)  1.987
F (4.87191, 18.51622, 25.99700)  -0.411
F (4.44871, 20.38048, 24.19128)  -0.270
F (2.46339, 19.33169, 23.47388)  -0.173
F (2.74854, 17.28871, 25.01197)  -0.417
F (2.46821, 19.63995, 26.00322)  -0.462
F (4.76780, 17.94659, 23.72336)  -0.448
C (-1.10032, 12.54680, 33.71637)  -1.356
C (-0.06599, 12.85727, 32.66492)  0.468
C (-0.25466, 12.42248, 31.23487)  -0.415
O (-0.27268, 13.64878, 30.53811)  -0.336
C (-0.27698, 14.66138, 31.32034)  0.761
O (-0.35162, 15.88803, 31.13139)  -0.617
O (-0.00760, 14.23210, 32.46451)  -0.355
H (-1.09979, 11.50704, 34.04347)  0.396
H (-2.11471, 12.89546, 33.52256)  0.320
H (-0.76401, 12.98242, 34.65724)  0.354
H (0.81744, 12.24954, 32.86066)  0.203
H (-1.20053, 11.88836, 31.14467)  0.249
H (0.59140, 11.77223, 31.01245)  0.327
C (-8.45526, 13.94114, 31.89861)  -1.362
C (-8.50822, 15.31160, 31.09323)  0.290
C (-9.20355, 16.48182, 31.71833)  -0.270
O (-8.18342, 17.45720, 31.75254)  -0.359
C (-7.11697, 17.11886, 31.04639)  0.704
O (-6.22915, 17.82038, 30.69442)  -0.535
O (-7.23067, 15.85526, 30.81871)  -0.376
H (-7.67240, 13.40713, 31.36005)  0.365
H (-9.42236, 13.44254, 31.83365)  0.371
H (-8.17565, 13.95267, 32.95207)  0.336
H (-8.89085, 15.20008, 30.07871)  0.253
H (-9.60536, 16.15162, 32.67625)  0.314
H (-9.89634, 16.79246, 30.93625)  0.268
C (-10.10835, 26.85406, 26.19588)  -1.251
C (-9.60243, 25.77419, 27.21646)  0.474
C (-9.68552, 24.28548, 26.82610)  -0.450
O (-8.48244, 23.85284, 27.41949)  -0.293
C (-7.58035, 24.77852, 27.54240)  0.630
O (-6.48111, 24.62283, 28.04571)  -0.537
O (-8.19875, 26.00134, 27.21122)  -0.362
H (-10.23860, 26.48715, 25.17779)  0.292
H (-9.41055, 27.68882, 26.12988)  0.316
H (-11.08025, 27.34219, 26.26825)  0.379
H (-10.24761, 25.97597, 28.07152)  0.213
H (-9.78032, 24.10352, 25.75558)  0.294
H (-10.57928, 23.89172, 27.31008)  0.295

Summary:
E_tot   -12604.4794 hartree
Charge   -2
E_LUMO (spin up / spin down)   -1.6722 / -5.5525 eV
Max |F|   7.54 eV/Å
Multiplicity   3

=====

Entry 3:
DFT (the ωB97M-V functional and the def2-TZVPD basis) results for C12H18AsF5InO4S2SbSe4Si2 as an isolated structure.

Last column: Mulliken charge in e.
Cartesian coordinates (Å):
In (0.61055, -0.77022, 1.38516)  0.298
F (-3.80035, -1.15672, 7.01156)  -0.333
C (-3.05845, -1.64102, 5.98296)  0.505
C (-1.93435, -0.95362, 5.53116)  -0.064
F (-1.59125, 0.21018, 6.11796)  -0.324
C (-1.16675, -1.47652, 4.51586)  0.302
F (-0.04225, -0.80652, 4.15876)  -0.220
C (-1.48735, -2.67292, 3.83426)  0.051
S (-0.57725, -3.27882, 2.54986)  -0.395
C (-2.64065, -3.33272, 4.32186)  0.174
F (-3.05275, -4.47002, 3.72186)  -0.348
C (-3.38795, -2.84822, 5.37326)  0.257
F (-4.46655, -3.53372, 5.82116)  -0.326
C (-2.02195, -2.03902, -2.57354)  -1.140
Si (-0.61605, -0.79692, -3.01914)  0.694
C (-0.59685, -0.72952, -4.95224)  -1.196
C (1.06135, -1.59672, -2.51674)  -0.911
As (-1.20405, 1.27518, -2.01404)  -0.097
Si (0.92455, 2.33718, -2.00774)  1.146
C (0.58135, 4.13628, -1.42934)  -1.242
C (1.15735, 2.53748, -3.92314)  -1.351
C (2.61035, 1.58798, -1.45284)  -0.804
H (-1.91345, -3.01312, -3.04444)  0.345
H (-2.99175, -1.63402, -2.85974)  0.316
H (-2.04455, -2.19272, -1.49714)  0.272
H (-0.46575, -1.71812, -5.37474)  0.343
H (0.20875, -0.10922, -5.32604)  0.331
H (-1.52115, -0.31942, -5.34494)  0.319
H (1.20105, -2.58032, -2.95744)  0.436
H (1.10355, -1.71622, -1.43294)  0.037
H (1.89755, -0.96872, -2.81694)  0.232
H (-0.31675, 4.50818, -1.92644)  0.273
H (1.39615, 4.83678, -1.60624)  0.396
H (0.37635, 4.10508, -0.36424)  0.278
H (0.25575, 2.96838, -4.35324)  0.315
H (1.31405, 1.57168, -4.39044)  0.240
H (1.99545, 3.16948, -4.19124)  0.420
H (2.47325, 0.60668, -0.99574)  -0.072
H (3.07505, 2.22378, -0.69984)  0.350
H (3.32235, 1.48378, -2.26754)  0.417
O (-1.18835, 0.36938, -0.38944)  -0.260
S (-0.89015, 1.47068, 0.67536)  1.014
O (-1.14405, 0.86108, 1.95576)  -0.549
O (0.52815, 1.75458, 0.46906)  -0.285
O (-1.70565, 2.60428, 0.37126)  -0.721
Se (3.76765, 1.48228, 4.17846)  -0.506
Sb (4.05125, 0.05658, 2.04956)  0.607
Se (5.69515, 1.04308, 0.56676)  -0.635
Se (4.26795, -2.29022, 2.59076)  -0.585
Se (1.95125, 1.44548, 2.54486)  -0.006

Summary:
E_tot   -14915.7963 hartree
Charge   -2
E_LUMO   3.7224 eV
Max |F|   2.40 eV/Å

=====

Entry 4:
DFT (the ωB97M-V functional and the def2-TZVPD basis) results for C12H18AsS4TcTe4 as an isolated structure.

Last column: Mulliken charge in e.
Cartesian coordinates (Å):
Tc (0.64568, -0.71454, -0.62105)  0.247
C (1.18404, 0.84707, 2.76851)  -1.331
C (0.46218, 0.63505, 1.46136)  0.877
C (-0.56201, -0.37375, 1.38918)  0.686
C (-0.72387, -1.35978, 2.51492)  -2.495
C (-1.52716, -0.30430, 0.36068)  0.536
C (-2.73178, -1.19466, 0.41627)  -2.103
C (-1.39664, 0.68157, -0.67513)  0.470
C (-2.48327, 0.85712, -1.69575)  -1.816
C (-0.26157, 1.51567, -0.71521)  1.227
C (-0.15267, 2.55620, -1.79049)  -1.997
C (0.68769, 1.48927, 0.36259)  1.624
C (1.82009, 2.47760, 0.39406)  -2.504
H (1.98430, 0.13723, 2.98477)  0.235
H (0.46072, 0.75557, 3.57860)  0.428
H (1.61242, 1.84263, 2.82010)  0.472
H (-1.54255, -1.04668, 3.16834)  0.406
H (0.16984, -1.43493, 3.12813)  0.397
H (-0.96129, -2.35500, 2.14420)  0.625
H (-3.49230, -0.69730, 1.02743)  0.404
H (-2.50957, -2.15536, 0.87024)  0.408
H (-3.15356, -1.38551, -0.56397)  0.569
H (-2.23752, 0.36270, -2.63848)  0.389
H (-2.63090, 1.91535, -1.90208)  0.455
H (-3.42698, 0.45431, -1.34628)  0.442
H (-0.69788, 3.44877, -1.46785)  0.452
H (-0.59208, 2.22043, -2.72605)  0.577
H (0.87144, 2.85792, -1.98160)  0.311
H (1.45588, 3.44321, 0.75555)  0.386
H (2.24455, 2.63733, -0.59283)  0.348
H (2.62589, 2.14799, 1.04416)  0.525
Te (2.44581, -1.79185, 1.01156)  0.525
Te (4.91916, -0.66246, 0.76554)  0.044
Te (4.74825, 0.38155, -1.73660)  0.140
Te (2.22462, 0.19865, -2.48562)  0.334
S (-1.26525, -5.21572, -0.90581)  -0.210
As (-0.29192, -4.12632, -2.26960)  0.303
S (-0.76078, -1.92082, -1.96250)  -0.222
S (1.98355, -2.73387, -1.00352)  -0.018
S (0.85545, -4.39032, -3.88575)  -0.146

Summary:
E_tot   -5448.9197 hartree
Charge   +2
E_LUMO (spin up / spin down)   -9.0291 / -9.0285 eV
Max |F|   1.09 eV/Å

=====

Entry 5:
DFT (the ωB97M-V functional and the def2-TZVPD basis) results for C12H18B6F24Li4O9 as an isolated structure.

Last column: Mulliken charge in e.
Cartesian coordinates (Å):
Li (-11.07983, 5.01248, -23.38265)  1.143
Li (-10.07141, 4.65097, -19.07059)  0.826
Li (-10.90146, 1.47943, -20.71289)  0.856
Li (-13.32726, 8.76848, -22.86301)  0.863
B (-15.63206, 7.84261, -23.54330)  0.540
F (-16.48321, 7.83276, -24.66175)  -0.400
F (-16.12071, 7.04477, -22.58282)  -0.352
F (-14.33369, 7.47284, -23.83665)  -0.299
F (-15.51376, 9.12303, -23.07119)  -0.479
B (-9.71985, 7.14656, -18.49547)  0.628
F (-10.91460, 6.72991, -19.07103)  -0.374
F (-9.02976, 6.06502, -17.96990)  -0.446
F (-9.03999, 7.94701, -19.36628)  -0.372
F (-10.06964, 7.90896, -17.38330)  -0.395
B (-10.87791, 7.59150, -23.13502)  0.358
F (-11.80527, 6.61364, -22.95919)  -0.125
F (-9.86664, 7.21376, -24.02496)  -0.385
F (-11.48117, 8.65937, -23.70228)  -0.450
F (-10.30948, 8.09327, -21.96926)  -0.321
B (-10.07460, 3.88620, -21.44447)  0.577
F (-9.32024, 4.47831, -22.40095)  -0.528
F (-9.30083, 3.42687, -20.46231)  -0.436
F (-10.96274, 4.71879, -20.84849)  -0.242
F (-10.73697, 2.80677, -22.11258)  -0.077
B (-11.13899, 2.40605, -17.95972)  0.586
F (-11.90410, 3.10714, -18.85412)  -0.366
F (-10.43006, 1.59728, -18.78686)  -0.448
F (-10.22036, 3.29269, -17.35716)  -0.437
F (-11.94375, 1.70880, -17.11786)  -0.329
B (-14.10353, 3.97099, -23.19138)  0.087
F (-14.27508, 4.81026, -22.11956)  -0.397
F (-12.83558, 4.12353, -23.71507)  0.080
F (-14.26834, 2.63185, -22.82810)  -0.438
F (-15.04653, 4.21940, -24.11985)  -0.358
C (-11.15179, 0.03006, -24.02776)  -1.283
C (-10.46591, 0.79230, -25.12940)  0.487
C (-11.29094, 1.01063, -26.38283)  -0.521
O (-11.18562, 2.37512, -26.59653)  -0.342
C (-10.61502, 3.02547, -25.56767)  0.454
O (-10.60779, 4.23628, -25.40889)  -0.465
O (-10.25755, 2.07797, -24.65491)  -0.176
H (-11.74644, -0.73896, -24.52079)  0.441
H (-11.94081, 0.59003, -23.52578)  0.202
H (-10.44023, -0.37424, -23.30783)  0.284
H (-9.49384, 0.32210, -25.27795)  0.286
H (-12.33038, 0.77526, -26.15422)  0.309
H (-11.05125, 0.46501, -27.29550)  0.299
C (-11.00971, 7.31732, -27.12977)  -1.276
C (-10.90215, 6.47345, -28.53043)  0.680
C (-12.05002, 6.55436, -29.43357)  -0.577
O (-11.85097, 7.41447, -30.51416)  -0.358
C (-10.50695, 7.76307, -30.40585)  0.628
O (-9.99358, 8.57260, -31.08391)  -0.521
O (-10.02788, 7.27371, -29.22543)  -0.351
H (-11.70098, 6.87461, -26.41266)  0.239
H (-11.32709, 8.33842, -27.34124)  0.413
H (-10.04641, 7.28531, -26.62073)  0.338
H (-10.54613, 5.46560, -28.31692)  0.135
H (-12.96059, 6.80521, -28.88946)  0.300
H (-12.29368, 5.64285, -29.97936)  0.292
C (-6.04325, 3.40504, -21.89815)  -1.425
C (-4.98829, 2.43026, -22.39927)  0.545
C (-4.75449, 1.27304, -21.51494)  -0.357
O (-5.05060, 0.22875, -22.40069)  -0.370
C (-5.48535, 0.61661, -23.62123)  0.771
O (-5.92310, -0.10331, -24.54152)  -0.654
O (-5.38125, 1.85601, -23.68322)  -0.341
H (-5.60427, 4.07140, -21.15560)  0.429
H (-6.90974, 2.97614, -21.39481)  0.163
H (-6.42930, 4.04608, -22.69070)  0.386
H (-4.01525, 2.84113, -22.66849)  0.290
H (-5.38937, 1.35906, -20.63310)  0.285
H (-3.69472, 1.09215, -21.33532)  0.270

Summary:
E_tot   -3723.1133 hartree
Charge   -2
E_LUMO   2.7883 eV
Max |F|   5.17 eV/Å

=====

Entry 6:
DFT (the ωB97M-V functional and the def2-TZVPD basis) results for a 2-piece molecular cluster, C12H18BF3N2O7S2 overall.

Last column: Mulliken charge in e.
Cartesian coordinates (Å):
C (-1.08009, -1.69013, -5.21578)  -0.740
S (-0.06872, -2.63323, -3.90787)  1.319
O (-0.63531, -4.10418, -3.94913)  -0.665
O (1.44052, -2.77116, -4.30647)  -0.645
C (-0.31098, -1.98498, -2.16331)  -0.648
C (0.93910, -2.16854, -1.06753)  -0.986
C (0.30959, -1.15441, 0.10254)  0.645
C (-0.27518, -2.14202, 1.27458)  -0.837
C (0.82769, -3.15272, 1.94582)  -0.419
F (2.21283, -2.60115, 1.94279)  -0.294
N (1.36560, -0.12412, 0.43654)  -0.658
C (1.09004, 0.54924, 1.60274)  0.329
S (0.42623, 1.41407, 2.95177)  0.069
N (-0.98472, -0.46194, -0.37390)  0.048
C (-1.07148, -0.55470, -1.91181)  -0.183
C (-0.48193, 0.82690, -2.56793)  -0.703
C (1.11322, 0.79488, -2.94477)  -0.446
O (1.38856, 0.31796, -4.34086)  -0.514
H (-2.14579, -2.21389, -5.20781)  0.345
H (-1.14329, -0.56211, -4.89620)  0.142
H (-0.62828, -1.86985, -6.28299)  0.360
H (-1.08260, -2.78339, -1.72441)  0.437
H (0.99351, -3.31412, -0.83390)  0.253
H (1.99981, -1.92467, -1.49757)  0.387
H (-1.12179, -2.83789, 0.80374)  0.338
H (-0.81958, -1.43229, 2.06398)  0.447
H (0.81329, -4.16197, 1.31517)  0.286
H (0.51483, -3.39558, 3.04707)  0.328
H (-1.86271, -1.00212, -0.11214)  0.507
H (-1.20475, 0.48208, 0.01768)  0.476
H (-2.15678, -0.63553, -2.38531)  0.388
H (-0.61018, 1.67302, -1.73554)  0.331
H (-1.09441, 1.15301, -3.51769)  0.338
H (1.79809, 0.24929, -2.16239)  0.293
H (1.47579, 1.93207, -2.94699)  0.297
H (2.21148, -0.27416, -4.21841)  0.360
B (-0.23223, 5.90289, 5.72430)  0.578
O (0.88175, 5.06286, 6.17715)  -0.395
C (0.44314, 3.79683, 6.18991)  0.661
O (1.12464, 2.83963, 6.51957)  -0.628
C (-0.92840, 3.75287, 5.76151)  0.605
O (-1.61937, 2.75183, 5.66257)  -0.645
O (-1.35486, 4.99127, 5.47856)  -0.398
F (0.12908, 6.59461, 4.49670)  -0.385
F (-0.58536, 6.86555, 6.75603)  -0.376

Summary:
E_tot   -2224.9017 hartree
E_LUMO   -2.5103 eV
Max |F|   8.00 eV/Å